# 1
Formula: C8H19NPS
Source: the OMol25 dataset
Level of theory: ωB97M-V/def2-TZVPD

As for the HOMO-LUMO gap (alpha / beta): 7.3 / 7.3 eV. Its HOMO energy (alpha / beta) is -11.771 / -11.772 eV. As for the total charge: +1. As for the total energy: -1110.22357 hartree.

Geometry as XYZ:
```
30
Properties=species:S:1:pos:R:3:forces:R:3:nbo_charge:R:1
S 1.955190 2.239916 -0.840810 -3.6 -3.7 0.1 -0.28
P -0.159235 -0.139472 0.340875 -0.7 -0.8 0.9 1.52
N 0.022101 0.613524 -2.294084 -0.2 -0.4 1.3 -0.51
C 1.183414 -2.396359 -0.530175 0.1 -0.1 -0.1 -0.62
C 0.944528 0.158099 1.751107 -0.1 -0.1 -0.2 -0.72
C -1.866148 0.410503 0.714705 0.4 0.1 -0.1 -0.71
C 0.636017 -0.777725 2.919036 -0.1 0.0 -0.1 -0.62
C 0.565871 1.370139 -3.390938 0.4 0.4 -0.7 -0.44
C 0.441373 0.757168 -1.058486 3.8 4.2 -1.3 -0.11
C -0.205139 -1.911780 -0.123681 0.2 0.4 0.1 -0.72
C -1.938891 1.929740 0.843664 0.0 0.0 0.1 -0.61
H 0.855198 -1.814514 2.672754 0.0 -0.1 0.0 0.22
H 1.890204 -2.290768 0.291099 0.1 0.0 0.0 0.22
H -2.175206 -0.077524 1.643465 0.1 -0.1 -0.1 0.26
H 1.248884 -0.504113 3.774494 0.0 0.0 0.0 0.26
H 1.971513 0.043206 1.394056 -0.1 0.1 -0.1 0.29
H -0.406911 -0.704895 3.222983 0.0 0.0 0.1 0.21
H -1.259096 2.290758 1.614068 0.0 0.1 0.0 0.22
H -2.948040 2.228877 1.115272 0.0 0.0 0.0 0.25
H 1.146119 -3.448496 -0.812604 0.0 0.1 0.0 0.25
H 1.657582 1.368831 -3.324555 -0.2 -0.1 0.0 0.26
H -1.675914 2.410998 -0.095127 0.0 0.1 0.0 0.23
H -0.916012 -2.026498 -0.948637 0.0 0.1 0.1 0.25
H 0.251913 2.414160 -3.328045 0.0 -0.1 0.1 0.25
H -0.720528 -0.041181 -2.518041 0.0 0.0 0.1 0.41
H 1.561279 -1.825824 -1.380212 0.1 -0.1 0.0 0.22
H -0.594909 -2.478964 0.727294 0.0 0.1 0.0 0.27
H 0.817562 1.205311 2.039122 0.1 0.0 -0.2 0.28
H -2.524421 0.055199 -0.084140 0.1 -0.1 0.0 0.25
H 0.241702 0.941684 -4.334458 -0.1 -0.1 0.0 0.22
```
Forces are in eV/Å.

***

# 2
Formula: C3H7ClN3
Source: the OMol25 dataset
Level of theory: ωB97M-V/def2-TZVPD

As for the HOMO-LUMO gap (alpha / beta): 7.6 / 7.6 eV. Its HOMO energy (alpha / beta) is -13.801 / -13.800 eV. As for the total charge: +1. As for the total energy: -742.50538 hartree.

Geometry as XYZ:
```
14
Properties=species:S:1:pos:R:3:forces:R:3:nbo_charge:R:1
Cl 3.134726 -0.410026 0.297197 -0.7 0.4 -0.1 0.25
N -0.580010 0.190848 -0.011137 -0.2 -0.5 -1.1 -0.35
N 1.613328 -0.059913 -0.545036 2.3 -0.2 -4.4 -0.25
N 1.259705 1.293382 -0.639610 -0.2 0.0 -0.3 -0.32
C 0.479351 -0.783431 -0.026481 -1.0 0.0 1.1 -0.09
C -1.827173 -0.100836 0.668475 -2.2 0.7 -0.4 -0.43
C -0.045185 1.312475 -0.424439 1.5 0.1 1.3 0.31
H 0.154372 -1.673834 -0.469562 0.1 -1.3 -1.5 0.25
H -1.673232 -1.088629 1.122888 -0.6 0.4 0.0 0.23
H 2.180598 -0.468682 -2.058620 -1.7 0.7 3.5 0.43
H -2.011383 0.681838 1.430744 0.3 -0.7 -0.1 0.24
H -2.815899 -0.061710 0.020477 2.3 -0.4 0.8 0.25
H 0.684801 -1.064235 0.970610 0.6 -0.2 1.4 0.24
H -0.553996 2.232753 -0.335512 -0.5 0.9 -0.4 0.25
```
Forces are in eV/Å.

***

# 3
Formula: C17H22ClN5O5S2
Source: the OMol25 dataset
Level of theory: ωB97M-V/def2-TZVPD

As for the HOMO-LUMO gap: 9.0 eV. Its HOMO energy is -8.659 eV. As for the total charge: 0. As for the total energy: -2567.58156 hartree. As for the SMILES: CCCn1c(SCC(=O)Nc2cc(S(=O)(=O)N3CCOCC3)ccc2Cl)n[nH]c1=O.

Geometry as XYZ:
```
52
Properties=species:S:1:pos:R:3:forces:R:3:nbo_charge:R:1
Cl -2.481625 3.616297 -0.762113 -0.1 0.2 -0.1 0.01
S 2.624577 0.451852 0.980223 -0.4 0.2 -0.4 2.31
S -3.514834 -1.831185 -1.573313 0.0 -0.3 -0.3 0.30
O 3.541583 1.317108 1.669533 -0.1 0.1 -0.2 -0.94
O 2.092769 -0.674965 1.689957 0.0 -0.2 -0.2 -0.94
O -4.687868 0.483816 2.721196 -0.1 0.0 0.7 -0.63
O 5.971275 -0.717509 -0.739874 0.1 -0.1 -0.2 -0.52
O -0.540551 -0.786768 -2.667273 0.3 -0.2 -0.1 -0.59
N -1.695821 0.967326 -1.770667 -0.2 0.4 -0.2 -0.64
N 3.225677 -0.090708 -0.480305 -0.5 0.2 0.9 -0.68
N -4.253609 0.612566 -0.687718 -0.1 -0.4 -0.4 -0.36
N -4.568430 1.186190 0.512528 0.1 -0.3 0.0 -0.44
N -4.093255 -0.888362 0.926055 -0.1 0.4 -0.3 -0.43
C 3.675233 -1.468487 -0.534979 0.3 -0.5 0.3 -0.26
C -1.033153 2.775902 -0.327678 0.2 -0.2 0.1 -0.04
C -3.967902 -0.623599 -0.402800 -0.3 0.7 -0.3 0.22
C -0.761929 1.528871 -0.909101 0.3 0.0 0.2 0.13
C -2.921102 -0.744989 -2.920586 0.0 -0.2 0.4 -0.60
C 0.404006 0.870021 -0.526455 -0.1 -0.1 -0.1 -0.24
C -3.715674 -2.086547 1.634101 0.3 -0.2 0.6 -0.21
C -4.479706 0.300725 1.549954 -0.1 0.2 -0.1 0.73
C 5.113674 -1.581044 -0.025499 -0.3 -0.2 0.0 -0.09
C -1.236160 -1.694071 1.240172 -0.1 -0.1 0.2 -0.62
C 4.140654 0.829402 -1.125415 0.5 0.3 -0.1 -0.26
C -1.577202 -0.202292 -2.465875 -0.3 0.2 -0.2 0.67
C 1.238422 1.437838 0.412098 0.3 -0.1 0.1 -0.23
C 5.568783 0.628595 -0.607183 -0.1 0.3 0.0 -0.09
C 0.970554 2.667926 0.978440 0.2 0.0 0.1 -0.21
C -0.175739 3.346904 0.596020 0.0 -0.2 0.0 -0.22
C -2.329965 -1.939477 2.272362 -0.1 0.0 -0.3 -0.41
H 3.798413 1.842738 -0.914396 0.1 0.1 -0.2 0.22
H 6.280576 1.216768 -1.188648 -0.1 0.0 0.1 0.20
H 0.652234 -0.089580 -0.947001 -0.1 0.0 -0.1 0.28
H 4.097918 0.643116 -2.203088 0.0 0.1 0.1 0.21
H -2.117503 -2.853155 2.827838 0.0 0.0 0.1 0.21
H -4.464610 -2.257011 2.411986 0.0 -0.1 -0.2 0.23
H 3.610991 -1.799966 -1.575768 0.0 0.0 0.1 0.21
H 5.131537 -1.328424 1.045831 0.0 -0.1 -0.1 0.17
H 5.606534 0.933918 0.447851 0.1 0.0 -0.1 0.19
H -2.793999 -1.400082 -3.780289 0.0 0.1 0.1 0.26
H -3.730971 -2.914779 0.921350 -0.1 0.0 0.1 0.21
H -2.621999 1.389702 -1.720712 0.2 -0.3 0.0 0.45
H -1.195244 -2.509382 0.520842 0.1 0.0 -0.1 0.21
H 5.505565 -2.588604 -0.172937 -0.1 0.0 0.1 0.20
H -1.418898 -0.766553 0.700332 0.0 0.1 -0.1 0.19
H -2.361532 -1.111395 2.982413 -0.1 -0.1 0.1 0.22
H -3.675167 0.016135 -3.104173 0.0 0.0 -0.1 0.25
H -0.264067 -1.604173 1.718724 0.1 0.0 0.0 0.24
H 1.651575 3.073913 1.708147 0.1 0.1 0.1 0.25
H -4.808846 2.161425 0.557411 0.1 -0.1 0.1 0.42
H -0.414015 4.308488 1.022811 0.0 0.1 0.0 0.24
H 2.998820 -2.054437 0.085674 0.1 -0.2 -0.1 0.24
```
Forces are in eV/Å.

***

# 4
Formula: C4H5NO
Source: the OMol25 dataset
Level of theory: ωB97M-V/def2-TZVPD

As for the HOMO-LUMO gap (alpha / beta): 7.6 / 7.3 eV. Its HOMO energy (alpha / beta) is -7.422 / -7.320 eV. As for the total charge: 0. As for the total energy: -285.26810 hartree.

Geometry as XYZ:
```
11
Properties=species:S:1:pos:R:3:forces:R:3:nbo_charge:R:1
O 2.067963 -0.963963 1.293245 -0.6 -0.1 -0.5 -0.50
N 0.051887 -1.503997 0.150920 0.2 0.1 0.0 -0.62
C 1.061939 -0.896265 0.671603 0.7 0.0 0.5 0.76
C -0.966542 -0.504717 0.162045 -0.4 0.1 -0.2 -0.16
C 0.394713 1.484712 -0.346047 -0.1 0.0 0.0 -0.45
C -0.770552 0.783778 -0.386699 0.1 0.0 0.0 -0.24
H 1.130377 1.343583 0.435998 -0.1 0.0 -0.1 0.21
H -1.962801 -0.893820 0.349349 0.1 0.1 -0.1 0.20
H 0.573880 2.307247 -1.034744 -0.1 -0.1 0.1 0.20
H -1.629433 1.218882 -0.905578 0.1 -0.1 0.1 0.21
H 0.048570 -2.375441 -0.390092 0.0 0.1 0.1 0.39
```
Forces are in eV/Å.

***

# 5
Formula: C2H5N5
Source: the OMol25 dataset
Level of theory: ωB97M-V/def2-TZVPD

As for the HOMO-LUMO gap: 8.8 eV. Its HOMO energy is -8.034 eV. As for the total charge: 0. As for the total energy: -352.96942 hartree. As for the SMILES: Nc1n[nH]c(N)n1.

Geometry as XYZ:
```
12
Properties=species:S:1:pos:R:3:forces:R:3:nbo_charge:R:1
N 0.521820 1.123675 -0.131084 1.6 -2.2 0.0 -0.40
N 2.380833 -0.414080 -0.137371 -0.9 -2.7 0.5 -0.84
N -0.823530 1.126770 -0.191215 -0.7 0.5 1.2 -0.36
N -2.552471 -0.351718 -0.110150 -0.3 -4.5 -0.2 -0.83
N -0.091527 -1.029500 -0.198129 0.3 1.1 1.2 -0.54
C 0.947344 -0.193806 -0.114800 1.0 0.6 -0.3 0.52
C -1.163302 -0.142346 -0.078855 0.2 0.6 -1.8 0.46
H -2.993024 0.352084 0.426175 -0.7 0.5 0.5 0.39
H 2.821884 -1.380044 0.175430 -1.9 2.8 -0.8 0.41
H 1.112695 1.934549 0.057793 -0.8 -0.4 -0.3 0.41
H 2.850989 0.353551 0.303379 0.3 0.1 0.2 0.37
H -3.011711 -1.379131 -0.001169 2.0 3.5 -0.2 0.40
```
Forces are in eV/Å.

***

no.,molar mass (Da)
1,192.288
2,120.563
3,475.980
4,83.090
5,99.097